DFT (ωB97M-V/def2-TZVPD) results for 2 unconnected molecules or ions with the total composition C6H8N2O4 at a distorted geometry.

HOMO-LUMO gap: 8.5 eV
total charge: 0
maximum force: 4.82 eV/A
structure (SMILES): N=C=CN(O)C=O.C1=COCO1

```
20
Properties=species:S:1:pos:R:3:forces:R:3:lowdin_charge:R:1
N 1.1670 2.7123 0.1851 0.9 -0.9 0.0 0.18
C 0.2334 2.0224 0.5576 0.2 1.6 -0.9 -0.15
C -1.0638 1.8292 0.6426 -2.9 -0.4 1.4 -0.08
N -1.7861 0.5996 0.5299 -0.6 -0.6 0.6 -0.12
O -2.3483 0.2029 1.7999 0.6 0.1 -0.3 0.01
C -2.1534 -0.0400 -0.6205 -1.7 -0.2 -0.3 -0.34
O -2.8487 -1.0548 -0.7735 1.4 1.9 1.0 0.02
H 2.0546 2.7335 0.6898 -0.4 0.0 0.2 0.09
H -1.6912 2.6763 1.0981 1.2 -1.3 -0.6 0.15
H -3.0676 -0.4570 1.6960 0.6 0.4 -0.9 0.11
H -1.8442 0.6082 -1.4597 0.2 -0.4 0.0 0.14
C 1.6871 -0.4147 -0.8552 0.6 0.7 0.5 -0.13
C 0.4410 -0.7229 -1.1758 3.1 -1.8 3.2 -0.11
O -0.0445 -1.6349 -0.2305 -0.4 -0.4 0.3 -0.07
C 0.9012 -1.7796 0.7984 1.9 2.8 -1.5 -0.08
O 2.0543 -0.8591 0.4147 -1.2 -0.4 -1.0 -0.08
H 2.4438 0.1551 -1.3959 -0.5 -0.1 0.3 0.13
H -0.1063 -0.5791 -1.9965 -1.9 0.4 -2.9 0.08
H 1.4396 -2.6931 0.8403 -0.5 -1.4 0.1 0.12
H 0.5688 -1.3531 1.7182 -0.6 -0.3 0.8 0.12
```
Positions in Å, forces in eV/Å.